No. 1
2 unconnected molecules or ions with the total composition CH6NO, computed with the ωB97M-V functional and the def2-TZVPD basis.

Last column: natural (NBO) charge in e.
CARTESIAN COORDINATES (ANGSTROEM)
O1 1.1087 -1.1917 1.9295  -1.361
H1 1.9474 -0.7500 2.0422  0.389
C1 -0.1398 0.6130 -0.2106  -0.452
N1 -0.6383 0.0025 -1.4486  -0.855
H2 -0.8771 1.3455 0.2397  0.143
H3 0.7165 1.2607 -0.4153  0.166
H4 -0.0394 -0.1090 0.6153  0.297
H5 -0.4302 -0.9948 -1.3434  0.347
H6 -1.6477 -0.1762 -1.4089  0.326

Cartesian forces, eV/Å:
O -0.5347 -0.3628 0.0207
H 0.4376 0.2287 0.0458
C -1.7187 1.2968 1.2545
N -0.8497 -1.4773 -0.2734
H 0.2606 -0.4919 -0.8138
H 0.3134 -0.6169 0.1177
H 1.1320 0.1356 -0.2056
H 0.9629 0.2067 -0.2979
H -0.0034 1.0812 0.1520

## Properties
* HOMO: -2.2 eV
* orbital gap: 6.86 eV
* maximum force: 0.0485 Eh/bohr
* relative energy (zero: lowest compared OMol25 entry of this formula, charge and spin): 14.8 kcal/mol
* net charge: -1

No. 2
2 unconnected molecules or ions with the total composition CH6NO, computed with the ωB97M-V functional and the def2-TZVPD basis.

Last column: natural (NBO) charge in e.
CARTESIAN COORDINATES (ANGSTROEM)
O1 0.6893 -0.1151 -2.0191  -0.976
H1 0.6794 -0.0302 0.2948  0.467
H2 1.6138 0.1650 -2.0347  0.479
H3 0.5493 -0.3902 -2.9339  0.502
C1 -1.0496 -0.2337 1.3122  0.187
N1 0.0763 0.2940 1.0528  -0.580
H4 -1.0950 -1.3192 1.2783  0.245
H5 -1.8183 0.3877 1.7439  0.236
H6 0.3547 1.2417 1.3057  0.441

Cartesian forces, eV/Å:
O 0.4488 0.1121 0.2047
H 0.2584 -1.1447 0.4284
H -0.0397 0.0260 -0.0464
H -0.2888 -0.0857 0.1143
C 0.6747 -0.1940 1.0029
N 0.5558 1.1352 -1.1891
H -0.6422 0.1075 -0.9464
H -0.1425 -0.1557 0.4802
H -0.8244 0.1993 -0.0486

## Properties
* HOMO: -15.9 eV
* orbital gap: 9.86 eV
* maximum force: 0.0337 Eh/bohr
* relative energy (zero: lowest compared OMol25 entry of this formula, charge and spin): 18.8 kcal/mol
* net charge: +1

No. 3
2 unconnected molecules or ions with the total composition CH6NO, computed with the ωB97M-V functional and the def2-TZVPD basis.

Last column: natural (NBO) charge in e.
CARTESIAN COORDINATES (ANGSTROEM)
C1 0.8500 -0.4120 -0.0611  0.189
N1 1.6944 -0.0983 -0.9513  -0.577
H1 1.0586 -0.2329 0.9891  0.243
H2 -0.0579 -0.9360 -0.3383  0.247
H3 1.5353 -0.3126 -1.9351  0.445
H4 2.6190 0.2745 -0.7524  0.448
H5 -2.7345 0.0476 0.2671  0.487
H6 -2.4440 0.6268 1.6883  0.496
O1 -2.0462 0.3913 0.8432  -0.978

Cartesian forces, eV/Å:
C -0.1796 -0.4145 0.4113
N 0.3939 -0.2206 -0.5995
H -0.0014 0.1209 -0.1156
H -0.0804 0.2842 0.0029
H -0.1289 0.0523 0.1364
H -0.1580 0.2498 0.2522
H -0.2750 0.1165 0.2532
H -0.1880 -0.0785 -0.1840
O 0.6173 -0.1101 -0.1570

## Properties
* HOMO: -15.4 eV
* orbital gap: 9.85 eV
* maximum force: 0.0146 Eh/bohr
* relative energy (zero: lowest compared OMol25 entry of this formula, charge and spin): 10.3 kcal/mol
* net charge: +1

No. 4
2 unconnected molecules or ions with the total composition CH6NO2, computed with the ωB97M-V functional and the def2-TZVPD basis.

Last column: natural (NBO) charge in e.
CARTESIAN COORDINATES (ANGSTROEM)
O1 -2.5086 0.7294 0.4335  -1.032
H1 -1.8343 1.3806 0.2913  0.450
N1 -0.1576 -0.5769 0.2854  -1.161
C1 1.1809 -0.1490 0.0211  0.089
O2 1.3377 0.1972 -1.3824  -0.813
H2 -1.7897 0.0132 0.4912  0.512
H3 -0.0499 -1.4851 0.7297  0.303
H4 1.4373 0.7480 0.6083  0.086
H5 1.9410 -0.9195 0.2043  0.100
H6 0.4431 0.0620 -1.6824  0.467

Cartesian forces, eV/Å:
O -0.0578 -0.8725 0.2606
H 0.2385 1.1346 -0.1983
N 0.8209 -0.4452 0.2785
C -0.8709 -0.1234 0.1913
O 0.7003 0.4361 0.0136
H -0.2078 0.0388 -0.1406
H -0.3546 -0.1484 -0.2050
H 0.3117 0.2406 -0.2029
H 0.0863 -0.0440 0.2529
H -0.6666 -0.2165 -0.2502

## Properties
* HOMO: -2.4 eV
* orbital gap: 7.10 eV
* maximum force: 0.0229 Eh/bohr
* relative energy (zero: lowest compared OMol25 entry of this formula, charge and spin): 21.5 kcal/mol
* net charge: -1

No. 5
A molecular structure, CH6NO4, computed with the ωB97M-V functional and the def2-TZVPD basis.

Last column: natural (NBO) charge in e.
CARTESIAN COORDINATES (ANGSTROEM)
N1 2.2786 1.6940 -1.3435  -0.690
C1 2.2538 0.4421 -0.8053  0.715
O1 2.0969 -0.5291 -1.7487  -0.679
O2 2.3564 0.0806 0.3694  -0.643
H1 2.4273 2.2722 -0.5067  0.374
H2 1.2251 1.2537 -0.9795  0.421
H3 -3.6965 0.9601 0.6509  0.416
H4 -3.7279 -0.6493 1.4661  0.495
O3 -3.1639 0.3501 1.1658  -1.149
H5 1.8835 -1.3066 -1.2101  0.502
H6 -3.8376 -2.1927 2.4919  0.415
O4 -4.2191 -1.7584 1.7225  -1.177

Cartesian forces, eV/Å:
N -3.2278 -0.1964 1.4028
C 3.2792 -4.9055 1.9303
O -0.2634 0.3290 -0.0425
O 0.0368 0.9436 -0.8488
H 0.1807 0.1784 -0.3156
H -0.1623 3.7137 -1.8759
H -0.2080 -0.1750 0.0448
H 0.1506 -0.1728 -0.0399
O 0.3559 0.3276 0.0382
H 0.1141 -0.0828 -0.2043
H 0.0746 0.2732 -0.0770
O -0.3305 -0.2331 -0.0120

## Properties
* HOMO: -3.6 eV
* orbital gap: 6.25 eV
* maximum force: 0.1207 Eh/bohr
* relative energy (zero: lowest compared OMol25 entry of this formula, charge and spin): 104.7 kcal/mol
* net charge: -1

No. 6
CH6NOP in the gas phase, computed with the ωB97M-V functional and the def2-TZVPD basis.

Last column: natural (NBO) charge in e.
CARTESIAN COORDINATES (ANGSTROEM)
C1 -0.1204 -1.5890 0.3056  -0.261
O1 0.0741 -0.2975 0.8395  -0.842
P1 0.2356 1.1139 0.1024  1.646
N1 -0.5180 1.1145 -1.2802  -1.290
H1 -0.7004 -1.3680 -0.6708  0.210
H2 0.9588 -1.9466 0.2406  0.198
H3 -0.8777 -1.9971 0.8790  0.196
H4 1.5537 1.3251 0.2231  -0.112
H5 -0.4200 1.7701 1.1662  -0.109
H6 -0.1859 1.8746 -1.8053  0.363

Cartesian forces, eV/Å:
C 1.1789 2.4019 -3.4763
O 0.1458 1.3693 1.1138
P -3.6013 -1.9802 -0.0656
N 0.7322 -0.6674 1.8284
H 1.5814 -1.0274 0.7540
H -2.0152 -0.8609 -0.2191
H -0.6322 -1.7548 1.6579
H 1.6761 0.7510 -0.0430
H 0.6128 0.6179 -0.0691
H 0.3216 1.1506 -1.4811

## Properties
* HOMO: -9.1 eV
* orbital gap: 10.09 eV
* maximum force: 0.0853 Eh/bohr
* relative energy (zero: lowest compared OMol25 entry of this formula, charge and spin): 56.0 kcal/mol

No. 7
CH6NOP in the gas phase, computed with the ωB97M-V functional and the def2-TZVPD basis.

Last column: natural (NBO) charge in e.
CARTESIAN COORDINATES (ANGSTROEM)
C1 0.3501 -1.2391 0.0302  -1.011
P1 -0.7851 0.1412 0.3912  1.672
N1 -0.3250 1.6051 -0.2336  -1.180
O1 -2.4467 -0.2844 -0.2579  -1.017
H1 0.0089 -2.1997 0.5149  0.271
H2 0.4036 -1.3694 -1.0770  0.265
H3 1.4531 -1.1531 0.4089  0.249
H4 -0.6685 0.3905 1.7400  -0.091
H5 -0.3010 2.2935 0.5657  0.415
H6 -0.7597 1.8263 -1.1073  0.429

Cartesian forces, eV/Å:
C 1.8683 -0.7511 0.3711
P -6.9782 -2.5958 -3.6052
N 0.9369 0.1318 2.2890
O 7.0022 1.6167 2.8805
H -0.1544 1.1385 -0.6622
H -0.2186 0.0186 0.8538
H -1.9840 0.4464 -0.6137
H 0.0017 -0.0180 0.6061
H -0.1657 -0.5445 -2.0131
H -0.3082 0.5575 -0.1062

## Properties
* HOMO: -8.9 eV
* orbital gap: 9.71 eV
* maximum force: 0.1609 Eh/bohr
* relative energy (zero: lowest compared OMol25 entry of this formula, charge and spin): 45.8 kcal/mol

No. 8
A molecular structure, CH6NOP, computed with the ωB97M-V functional and the def2-TZVPD basis.

Last column: natural (NBO) charge in e.
CARTESIAN COORDINATES (ANGSTROEM)
C1 1.1794 -0.2773 -0.3372  -0.154
N1 -1.9412 -0.3435 0.1959  -1.199
O1 2.1487 0.3742 0.2423  -0.642
P1 -0.7987 0.9735 -0.1621  0.511
H1 0.7669 -1.0584 0.3867  0.155
H2 1.1631 -0.6995 -1.3374  0.155
H3 -1.7602 -1.2360 -0.1990  0.389
H4 -2.8310 0.1150 0.3667  0.408
H5 2.3612 1.1589 -0.3435  0.477
H6 -0.2881 0.9931 1.1878  -0.099

Cartesian forces, eV/Å:
C -1.0721 -5.4307 0.9070
N 1.5334 2.5913 0.1273
O 1.6538 2.9432 -0.8318
P -2.2472 0.1333 1.3358
H 0.3139 1.1006 -0.8191
H 0.6607 0.7209 -0.5351
H -0.8411 -0.5338 -0.5555
H -0.0770 -1.2910 -0.2227
H 0.1264 -0.9785 0.9607
H -0.0506 0.7447 -0.3666

## Properties
* HOMO (alpha / beta): -5.1 / -8.7 eV
* orbital gap (alpha / beta): 6.06 / 7.02 eV
* maximum force: 0.1091 Eh/bohr
* relative energy (zero: lowest compared OMol25 entry of this formula, charge and spin): 59.1 kcal/mol
* spin multiplicity: 3
* <S²>: 2.005

No. 9
2 unconnected molecules or ions with the total composition CH6NOS, computed with the ωB97M-V functional and the def2-TZVPD basis.

Last column: natural (NBO) charge in e.
CARTESIAN COORDINATES (ANGSTROEM)
S1 -0.0322 -3.2107 1.2600  -1.067
H1 0.1413 -3.3331 -0.0500  0.075
N1 0.5001 0.1845 -0.7012  -0.852
C1 -0.0799 1.3774 -0.3258  0.100
O1 -0.6455 1.4255 1.0436  -0.795
H2 1.2166 -0.1204 -0.1548  0.376
H3 -0.2018 -0.5142 -1.0323  0.388
H4 0.6743 2.2816 -0.5009  0.133
H5 -0.9562 1.4411 -0.9791  0.147
H6 -0.6167 0.4683 1.4405  0.495

Cartesian forces, eV/Å:
S -0.0630 0.2361 0.4109
H 0.0646 -0.0557 -0.4639
N -2.4139 -0.4339 -2.8005
C -0.4240 1.6586 0.3792
O 0.8461 -2.0165 0.3292
H 2.0694 -1.5699 1.7235
H 1.4209 0.5319 1.0502
H -1.7156 -1.6077 0.8038
H 0.1681 0.8628 -0.0553
H 0.0472 2.3943 -1.3771

## Properties
* HOMO: -2.7 eV
* orbital gap: 6.56 eV
* maximum force: 0.0724 Eh/bohr
* relative energy (zero: lowest compared OMol25 entry of this formula, charge and spin): 23.5 kcal/mol
* net charge: -1

No. 10
2 unconnected molecules or ions with the total composition CH6NOSi, computed with the ωB97M-V functional and the def2-TZVPD basis.

Last column: natural (NBO) charge in e.
CARTESIAN COORDINATES (ANGSTROEM)
C1 -1.1564 0.3929 0.0534  -1.121
N1 3.8333 0.3287 0.1320  -0.329
O1 1.5977 -0.2558 0.0462  -1.284
Si1 0.2128 -0.9688 0.0395  1.519
H1 -0.6928 1.3746 0.0805  0.221
H2 -1.7769 0.3505 -0.8382  0.200
H3 -1.8074 0.3113 0.9194  0.200
H4 3.4491 1.2388 -0.1227  0.225
H5 -0.1222 -1.8487 1.1948  -0.316
H6 -0.1177 -1.8168 -1.1454  -0.316

Cartesian forces, eV/Å:
C 0.0056 -0.4423 -0.0312
N 0.2902 -0.4804 0.1384
O 0.9738 0.1933 -0.0352
Si -0.5175 1.0121 -0.0347
H 0.2260 0.1093 0.0193
H -0.2041 -0.0259 -0.1950
H -0.2153 -0.0301 0.2019
H -0.4861 0.2225 -0.1033
H -0.0378 -0.2948 0.2841
H -0.0348 -0.2637 -0.2443

## Properties
* HOMO (alpha / beta): -4.1 / -4.1 eV
* orbital gap (alpha / beta): 8.38 / 8.42 eV
* maximum force: 0.0221 Eh/bohr
* relative energy (zero: lowest compared OMol25 entry of this formula, charge and spin): 83.3 kcal/mol
* net charge: -1

Question: Which value of maximum force does entry 2 give?
Answer: 0.0337 Eh/bohr

Copy entry 5 word for word.
A molecular structure, CH6NO4, computed with the ωB97M-V functional and the def2-TZVPD basis.

Last column: natural (NBO) charge in e.
CARTESIAN COORDINATES (ANGSTROEM)
N1 2.2786 1.6940 -1.3435  -0.690
C1 2.2538 0.4421 -0.8053  0.715
O1 2.0969 -0.5291 -1.7487  -0.679
O2 2.3564 0.0806 0.3694  -0.643
H1 2.4273 2.2722 -0.5067  0.374
H2 1.2251 1.2537 -0.9795  0.421
H3 -3.6965 0.9601 0.6509  0.416
H4 -3.7279 -0.6493 1.4661  0.495
O3 -3.1639 0.3501 1.1658  -1.149
H5 1.8835 -1.3066 -1.2101  0.502
H6 -3.8376 -2.1927 2.4919  0.415
O4 -4.2191 -1.7584 1.7225  -1.177

Cartesian forces, eV/Å:
N -3.2278 -0.1964 1.4028
C 3.2792 -4.9055 1.9303
O -0.2634 0.3290 -0.0425
O 0.0368 0.9436 -0.8488
H 0.1807 0.1784 -0.3156
H -0.1623 3.7137 -1.8759
H -0.2080 -0.1750 0.0448
H 0.1506 -0.1728 -0.0399
O 0.3559 0.3276 0.0382
H 0.1141 -0.0828 -0.2043
H 0.0746 0.2732 -0.0770
O -0.3305 -0.2331 -0.0120

## Properties
* HOMO: -3.6 eV
* orbital gap: 6.25 eV
* maximum force: 0.1207 Eh/bohr
* relative energy (zero: lowest compared OMol25 entry of this formula, charge and spin): 104.7 kcal/mol
* net charge: -1

Question: Look up the relative energy (zero: lowest compared OMol25 entry of this formula, charge and spin) of the sixth one.
Answer: 56.0 kcal/mol